Entry 1:
{"formula": "C3H6OS2", "method": "wB97M-V/def2-TZVPD", "homo_ev": -9.217, "de_lowest_kj_mol": 557.1, "lumo_ev": -4.6, "total_energy_ev": -26920.6685, "gap_ev": 4.62, "species": ["C", "C", "O", "C", "S", "S", "H", "H", "H", "H", "H", "H"], "positions_angstrom": [[1.5052, 0.5752, -0.1004], [1.3566, 0.7303, -1.6201], [2.1100, 1.2309, -2.4157], [0.3676, -0.2591, 0.5833], [-0.3171, 0.7359, 2.0282], [-2.1273, -1.7219, -0.3869], [1.4210, 1.5732, 0.3135], [2.5146, 0.1465, 0.1381], [0.4005, 0.3869, -2.0310], [0.9832, -1.0314, 1.0179], [-0.3877, -0.6291, -0.1596], [-2.0779, -0.7967, 0.6079]]}


Entry 2:
{"formula": "CH17O11", "method": "wB97M-V/def2-TZVPD", "homo_ev": [-10.146, -10.146], "lumo_ev": [-0.6, -1.7], "total_energy_ev": -23833.3061, "multiplicity": 2, "gap_ev": [9.51, 8.46], "species": ["O", "H", "H", "H", "C", "O", "O", "O", "O", "H", "H", "O", "H", "H", "O", "H", "H", "O", "H", "H", "O", "H", "H", "O", "H", "H", "O", "H", "H"], "positions_angstrom": [[-4.0515, -5.6929, -8.2687], [-4.3521, -6.1056, -7.4557], [-4.6390, -4.9643, -8.4824], [-3.1365, -5.4058, -8.2245], [-4.1079, -6.5520, -5.1710], [-4.4516, -7.2015, -6.1200], [-3.5088, -6.9559, -4.1959], [-4.2191, -5.3155, -5.1970], [-7.1664, -7.8819, -5.8443], [-7.7102, -7.3971, -6.4651], [-6.3188, -7.4379, -5.8699], [-1.8798, -4.1032, -7.9394], [-0.9546, -4.3077, -8.0753], [-1.8839, -3.4836, -7.2098], [-5.8805, -3.8771, -8.6477], [-5.6300, -3.0092, -8.9643], [-6.6960, -4.0744, -9.1084], [-5.0181, -9.1132, -7.9817], [-4.8132, -8.4648, -7.3081], [-5.7060, -8.7044, -8.5070], [-7.1131, -4.7041, -6.0786], [-6.3096, -4.7370, -5.5594], [-6.8343, -4.9274, -6.9666], [-3.1746, -3.9461, -10.6130], [-3.6372, -3.6999, -11.4141], [-2.3106, -4.2293, -10.9122], [-1.4574, -8.0396, -7.0827], [-2.2404, -7.8768, -6.5568], [-0.7578, -8.1599, -6.4407]]}


Entry 3:
{"formula": "C19H34HgN10O2S2", "method": "wB97M-V/def2-TZVPD", "homo_ev": [-8.390, -10.258], "de_lowest_kj_mol": 89.9, "lumo_ev": [-2.9, -3.1], "total_energy_ev": -65083.7180, "multiplicity": 2, "gap_ev": [5.48, 7.15], "total_charge": 1, "species": ["Hg", "C", "C", "C", "C", "C", "C", "C", "C", "C", "H", "H", "H", "H", "H", "H", "H", "H", "H", "H", "H", "H", "N", "N", "C", "N", "N", "N", "O", "O", "H", "H", "H", "H", "H", "S", "C", "N", "C", "C", "S", "H", "H", "H", "H", "H", "C", "N", "C", "N", "C", "N", "C", "N", "C", "C", "H", "H", "H", "H", "H", "H", "H", "H", "H", "H", "H", "H"], "positions_angstrom": [[-1.0154, -0.8973, -0.2934], [4.7412, 1.8835, -0.0850], [3.8122, 2.9513, 0.3795], [3.4568, 3.0362, 1.6910], [2.4954, 3.9659, 2.0842], [1.9398, 3.9040, 3.4817], [2.1019, 4.9825, 1.2483], [2.5390, 4.9966, -0.0630], [2.3656, 6.2092, -0.9397], [3.2221, 3.8680, -0.5288], [4.2393, 0.9008, -0.1047], [5.5380, 1.8431, 0.6509], [5.2198, 2.1158, -0.9955], [3.8518, 2.3712, 2.4164], [2.5453, 4.5643, 4.1456], [2.0154, 2.8932, 3.9242], [0.8906, 4.2201, 3.4760], [1.4479, 5.7756, 1.5630], [3.2951, 6.4141, -1.4938], [1.9840, 7.1447, -0.4556], [1.6478, 5.9340, -1.7030], [3.3058, 3.6447, -1.6026], [1.0131, -5.2793, 2.9483], [-0.2750, -5.5437, 3.4139], [-1.3365, -4.9386, 2.9026], [-2.4861, -5.1121, 3.4840], [-1.0649, -4.3972, 1.6728], [-2.0799, -3.7289, 1.0255], [-1.8002, -3.3869, -0.1542], [-3.2125, -3.3633, 1.5303], [0.9721, -4.4670, 2.2658], [1.2850, -6.1160, 2.4202], [-0.3562, -6.0992, 4.2437], [-2.5110, -5.0931, 4.4841], [-3.2346, -4.6021, 3.0165], [-0.0874, 0.0372, 1.7572], [-1.1540, 1.1822, 2.3937], [-2.2273, 1.8274, 1.9089], [-2.8968, 2.8159, 2.7446], [-2.2964, 2.6276, 4.1775], [-0.7797, 1.7001, 3.9995], [-2.7057, 1.6507, 1.0362], [-3.9709, 2.7963, 2.6305], [-2.6236, 3.8069, 2.4133], [-2.8890, 2.1752, 4.9784], [-2.0338, 3.5631, 4.5421], [-2.4734, -2.2958, -2.8757], [-1.2023, -1.7597, -2.3127], [-0.1420, -2.7873, -2.4571], [0.1151, -3.1141, -3.9473], [-1.2110, -3.5852, -4.4927], [-2.3321, -2.6206, -4.2684], [-1.8770, -1.3751, -5.0247], [-0.6129, -0.7655, -4.4570], [-0.8919, -0.5170, -3.0390], [0.4588, -1.7922, -4.5860], [-3.2552, -1.4942, -2.7263], [-2.7538, -3.1447, -2.2423], [-0.5299, -3.7080, -1.9844], [0.8002, -2.3927, -2.0787], [-1.4802, -4.5630, -3.9959], [-1.1896, -3.6042, -5.5939], [-2.6901, -0.6303, -4.9589], [-1.7500, -1.5950, -6.0833], [-1.7792, 0.1141, -3.0484], [-0.0648, 0.0459, -2.7017], [1.3330, -1.3075, -4.1187], [0.6401, -1.8847, -5.6379]]}


Entry 4:
{"formula": "C31H56MnN7O", "method": "wB97M-V/def2-TZVPD", "homo_ev": [-14.563, -14.562], "lumo_ev": [-11.5, -11.9], "total_energy_ev": -76827.4885, "multiplicity": 7, "gap_ev": [3.05, 2.69], "total_charge": 2, "species": ["Mn", "C", "C", "C", "O", "H", "H", "H", "H", "H", "H", "H", "C", "C", "C", "C", "N", "H", "H", "H", "H", "H", "H", "H", "C", "C", "C", "C", "N", "H", "H", "H", "H", "H", "H", "H", "C", "C", "C", "C", "N", "H", "H", "H", "H", "H", "H", "H", "C", "C", "C", "C", "N", "H", "H", "H", "H", "H", "H", "H", "C", "C", "C", "C", "N", "H", "H", "H", "H", "H", "H", "H", "C", "C", "C", "C", "N", "H", "H", "H", "H", "H", "H", "H", "C", "C", "C", "C", "N", "H", "H", "H", "H", "H", "H", "H"], "positions_angstrom": [[-2.8050, -4.5154, -0.1177], [-0.7955, -0.7356, 0.9238], [-1.1068, -1.9053, -0.0734], [0.1243, -2.0564, -1.1211], [-1.3725, -3.1300, 0.6070], [-0.6008, 0.2394, 0.4769], [0.1307, -0.9751, 1.4462], [-1.4038, -0.5667, 1.8124], [-1.9078, -1.7266, -0.7907], [-0.1095, -3.0010, -1.6122], [1.1208, -2.0376, -0.6799], [0.0345, -1.1746, -1.7554], [1.3654, 2.7683, 0.4969], [1.6012, 4.2338, 0.2860], [0.4659, 5.0623, -0.2929], [-0.7946, 5.1499, 0.4368], [-1.7742, 5.1825, 1.0665], [2.2686, 2.4092, 0.9902], [1.0732, 2.3282, -0.4566], [0.5147, 2.6463, 1.1673], [2.3456, 4.2351, -0.5103], [2.0356, 4.7385, 1.1489], [0.1534, 4.7249, -1.2812], [0.7498, 6.0914, -0.5132], [-2.3510, 1.9696, 2.6598], [-3.4693, 0.8924, 2.9267], [-3.2689, 0.0198, 4.2144], [-1.9154, -0.5989, 4.3403], [-0.9099, -1.1150, 4.4160], [-2.4003, 2.8179, 3.3424], [-2.6007, 2.2884, 1.6478], [-1.3145, 1.6480, 2.5586], [-3.6681, 0.2089, 2.1012], [-4.4092, 1.4430, 2.9650], [-3.9606, -0.8167, 4.1149], [-3.4547, 0.4970, 5.1766], [2.2032, -6.0660, -2.2063], [2.2440, -5.1088, -3.4030], [3.5315, -4.3467, -3.7483], [4.2269, -4.0804, -2.5216], [4.7813, -3.8315, -1.5750], [1.3301, -6.7185, -2.2165], [2.1001, -5.5286, -1.2636], [3.0172, -6.7491, -1.9636], [1.5489, -4.3439, -3.0566], [1.9274, -5.6340, -4.3041], [3.3227, -3.4106, -4.2662], [4.2486, -4.7806, -4.4452], [5.6377, -0.7274, -0.2348], [4.1370, -0.2633, -0.5151], [4.1772, 0.9228, -1.4895], [4.7509, 0.4795, -2.7629], [5.1587, 0.1719, -3.8042], [6.1111, -1.2007, -1.0950], [5.8101, -1.3689, 0.6294], [6.3131, 0.0975, -0.0077], [3.7622, 0.0076, 0.4720], [3.4306, -1.0396, -0.8092], [4.7380, 1.7911, -1.1435], [3.2292, 1.3568, -1.8074], [5.4652, 0.4302, 3.5578], [4.2662, 1.0893, 4.3673], [2.9456, 1.0845, 3.5802], [2.3196, -0.2119, 3.3953], [1.8338, -1.2709, 3.2580], [5.5188, 0.8053, 2.5358], [5.2451, -0.6365, 3.5159], [6.4266, 0.6462, 4.0238], [4.5223, 2.1158, 4.6296], [4.2318, 0.5940, 5.3376], [2.9366, 1.4905, 2.5687], [2.2477, 1.7615, 4.0727], [-5.6789, -1.4282, -0.2102], [-6.5710, -0.4825, -1.1140], [-7.7657, 0.1327, -0.3675], [-7.3865, 0.8024, 0.9263], [-6.9315, 1.2612, 1.9516], [-4.7629, -1.6528, -0.7567], [-6.2213, -2.3342, 0.0602], [-5.3202, -1.0018, 0.7266], [-6.7673, -0.9951, -2.0556], [-5.9356, 0.3037, -1.5218], [-8.5297, -0.5974, -0.1002], [-8.2526, 0.8761, -0.9988], [-2.9074, 1.0956, -1.8992], [-2.9513, 2.1795, -2.9932], [-1.8745, 1.9188, -4.0941], [-0.4890, 1.7503, -3.5635], [0.6050, 1.7784, -3.1279], [-3.6215, 1.5373, -1.2042], [-1.9501, 0.8376, -1.4462], [-3.3313, 0.1252, -2.1577], [-2.6727, 3.1615, -2.6107], [-3.9491, 2.2025, -3.4312], [-1.8078, 2.7350, -4.8135], [-2.2149, 1.0278, -4.6216]]}